Computed, not measured: a gas-phase ion, CH7N3O4 (charge +2) at a distorted geometry, with ωB97M-V/def2-TZVPD.

Results
calculated total energy = -13783.0705 eV
orbital gap = 0.3980 Ha
energy relative to the best compared isomer or geometry (same formula, charge and spin) = 0.0 kJ/mol
charge = +2
SMILES string = N[N+](=O)OOOC[NH3+]

Last column: Mulliken charge in e.
CARTESIAN COORDINATES (ANGSTROEM)
N (2.785, -0.503, -3.226)  -0.440
N (1.570, -0.717, -2.746)  1.111
O (0.634, -1.223, -3.202)  -0.349
O (1.472, -0.099, -1.414)  -0.128
O (0.196, 0.264, -1.111)  -0.067
O (-0.422, -0.488, -0.141)  -0.097
C (-0.515, 0.197, 1.127)  -0.383
N (-1.848, 0.799, 1.410)  -0.307
H (2.874, -1.070, -4.157)  0.382
H (3.617, -0.232, -2.593)  0.374
H (0.121, 1.010, 1.287)  0.423
H (-0.261, -0.603, 1.917)  0.329
H (-2.664, 0.259, 1.108)  0.356
H (-1.986, 0.951, 2.434)  0.389
H (-1.871, 1.728, 0.894)  0.407